Here is C4H8N2OS in the gas phase in a non-equilibrium geometry from the OMol25 dataset. Energies are from ωB97M-V/def2-TZVPD.

As for the relative energy (zero: lowest compared OMol25 entry of this formula, charge and spin): 76.8 kcal/mol. The value obtained for the energy is -740.0396 Ha. As for the SMILES: CC1=NO[C@H](C)SN1.

Positions of all 16 atoms, in Å:
H -1.458 1.866 1.651
H -1.511 0.336 2.473
C -1.408 0.215 0.436
C 2.580 0.474 -0.902
S -0.816 -1.432 0.150
O -1.073 0.968 -0.666
H -2.459 0.270 0.626
H 2.826 -0.146 -1.839
H 1.508 -1.228 0.910
H 0.134 1.018 1.850
C 1.197 0.242 -0.475
N 0.884 -0.952 0.118
H 3.382 0.159 -0.036
C -0.995 0.876 1.681
N 0.291 1.041 -0.941
H 2.753 1.429 -1.384

Here are the Löwdin charges for atoms 1 to 2, given in e: 0.092 0.081